Entry 1:
Density functional theory data (the ωB97M-V functional and the def2-TZVPD basis) for a molecular structure, C49H85Br2N2O4P2S2Si2V in a non-equilibrium geometry.

Each line ends with the Mulliken spin population.
Atoms and positions in Å:
V 0.563 0.334 -0.253  2.6771
C -1.760 -0.566 -4.198  0.0046
P -2.140 -0.015 -2.483  0.0394
C -3.093 1.499 -2.921  0.0025
C -3.545 -1.169 -2.086  0.0161
C -3.679 -1.430 -0.572  -0.0002
P -2.025 -1.896 0.120  0.0294
C -1.830 -3.562 -0.652  0.0092
C -2.484 -2.462 1.801  0.0111
H -2.674 -0.746 -4.770  -0.0004
H -1.159 -1.478 -4.179  -0.0007
H -1.173 0.208 -4.697  0.0003
H -3.730 1.329 -3.795  0.0010
H -2.404 2.319 -3.131  -0.0012
H -3.717 1.805 -2.082  -0.0024
H -3.327 -2.117 -2.585  0.0007
H -4.467 -0.772 -2.520  -0.0004
H -4.431 -2.198 -0.368  0.0028
H -3.989 -0.513 -0.056  -0.0038
H -2.742 -4.160 -0.556  0.0009
H -1.011 -4.064 -0.132  -0.0013
H -1.552 -3.487 -1.707  0.0002
H -3.153 -3.328 1.763  -0.0026
H -2.964 -1.655 2.354  -0.0034
H -1.559 -2.730 2.319  -0.0011
C -5.808 5.716 0.340  0.0001
C -4.388 5.220 0.269  0.0001
C -3.324 6.106 0.156  -0.0001
C -2.010 5.651 0.126  -0.0007
C -1.758 4.291 0.210  0.0028
C -2.810 3.388 0.307  -0.0540
C -4.112 3.855 0.335  -0.0016
S -0.084 3.735 0.342  0.0387
O 0.116 3.419 1.725  -0.0030
O 0.722 4.777 -0.248  -0.0013
N -0.031 2.369 -0.487  -0.0367
C 0.438 2.363 -1.796  0.0345
C 0.531 3.411 -2.726  -0.0320
C 1.077 3.146 -3.960  0.0289
C 1.523 1.865 -4.278  -0.0209
C 1.381 0.882 -3.324  0.0841
N 0.839 1.110 -2.129  -0.0943
H -5.882 6.753 0.011  -0.0001
H -6.187 5.664 1.364  0.0000
H -6.469 5.112 -0.283  0.0000
H -3.522 7.171 0.097  0.0000
H -1.179 6.338 0.039  0.0004
H -2.599 2.328 0.365  0.0627
H -4.932 3.149 0.417  0.0004
H 0.212 4.404 -2.451  -0.0021
H 1.176 3.950 -4.680  0.0036
H 1.969 1.636 -5.235  0.0000
H 1.702 -0.138 -3.500  0.0165
O 1.104 -2.588 2.342  0.0078
C 1.279 -1.406 2.058  -0.0099
O 0.450 -0.715 1.348  0.0757
C 2.450 -0.634 2.618  0.0250
C 2.803 -0.923 3.933  -0.0053
C 3.758 -0.181 4.608  -0.0001
C 4.375 0.870 3.940  0.0017
C 4.059 1.142 2.618  -0.0010
C 3.101 0.399 1.914  0.0089
S 2.889 0.739 0.182  -0.0091
H 2.290 -1.744 4.421  -0.0004
H 4.010 -0.408 5.637  0.0002
H 5.107 1.485 4.451  -0.0002
H 4.556 1.949 2.094  0.0007
C -4.797 -0.325 4.411  -0.0007
C -4.541 1.061 5.028  0.0001
C -5.481 2.017 4.276  0.0002
C -4.969 1.010 6.505  0.0001
Si -2.711 1.613 4.848  -0.0140
Br -2.142 1.054 2.764  0.0769
C -1.515 0.617 5.950  0.0007
C -1.556 1.102 7.409  0.0000
C -1.859 -0.880 5.928  0.0005
C -0.064 0.721 5.441  0.0002
C -2.508 3.508 4.993  0.0010
C -3.259 4.065 6.214  -0.0001
C -3.014 4.223 3.724  -0.0002
C -1.027 3.905 5.122  0.0002
H -5.847 -0.592 4.584  0.0000
H -4.182 -1.114 4.837  -0.0001
H -4.624 -0.318 3.335  0.0005
H -6.503 1.621 4.334  0.0000
H -5.213 2.092 3.219  0.0000
H -5.496 3.023 4.691  0.0000
H -6.045 0.807 6.562  0.0000
H -4.782 1.945 7.037  0.0001
H -4.459 0.212 7.047  0.0000
H -2.554 1.040 7.848  0.0000
H -1.212 2.132 7.513  0.0000
H -0.891 0.473 8.012  -0.0001
H -2.815 -1.101 6.405  0.0000
H -1.084 -1.423 6.481  0.0000
H -1.873 -1.281 4.911  0.0000
H 0.342 1.729 5.479  -0.0003
H 0.039 0.366 4.416  -0.0036
H 0.571 0.087 6.071  0.0003
H -4.339 3.939 6.141  0.0000
H -3.060 5.141 6.287  0.0000
H -2.935 3.606 7.152  0.0001
H -4.056 4.015 3.486  0.0000
H -2.408 3.953 2.862  0.0003
H -2.915 5.306 3.876  0.0000
H -0.565 3.540 6.038  0.0000
H -0.968 5.000 5.139  0.0000
H -0.443 3.561 4.267  0.0007
C 4.830 -1.867 -1.990  0.0035
C 4.384 -3.082 -2.831  0.0017
C 3.987 -2.516 -4.204  0.0011
C 5.602 -4.003 -3.020  -0.0008
Si 2.920 -4.012 -2.027  0.0171
Br 1.547 -2.411 -1.399  0.0101
C 3.372 -4.932 -0.427  0.0039
C 4.065 -6.271 -0.737  0.0004
C 4.322 -4.087 0.440  -0.0023
C 2.137 -5.204 0.455  -0.0024
C 1.943 -5.082 -3.283  -0.0011
C 2.887 -5.960 -4.123  0.0012
C 1.099 -4.224 -4.246  -0.0017
C 0.938 -6.008 -2.577  0.0011
H 5.639 -1.359 -2.529  -0.0006
H 5.211 -2.138 -1.010  -0.0011
H 4.032 -1.143 -1.830  0.0050
H 4.809 -1.894 -4.576  -0.0001
H 3.098 -1.884 -4.140  -0.0002
H 3.801 -3.291 -4.948  0.0000
H 6.388 -3.451 -3.549  -0.0001
H 5.379 -4.898 -3.604  0.0002
H 6.019 -4.324 -2.065  0.0000
H 4.960 -6.154 -1.353  0.0003
H 3.407 -6.978 -1.243  -0.0003
H 4.375 -6.732 0.208  -0.0001
H 5.302 -3.950 -0.019  0.0001
H 4.474 -4.609 1.391  0.0001
H 3.903 -3.105 0.672  0.0021
H 1.381 -5.813 -0.037  0.0004
H 1.666 -4.285 0.802  0.0034
H 2.470 -5.750 1.345  0.0001
H 3.551 -5.372 -4.756  0.0000
H 2.287 -6.598 -4.783  0.0002
H 3.507 -6.617 -3.508  -0.0002
H 1.699 -3.580 -4.886  0.0001
H 0.395 -3.590 -3.705  -0.0007
H 0.523 -4.893 -4.895  0.0001
H 1.418 -6.760 -1.953  0.0001
H 0.358 -6.538 -3.343  0.0000
H 0.234 -5.447 -1.958  -0.0008

Values from the calculation:
- relative energy (zero: lowest compared OMol25 entry of this formula, charge and spin) (eV) = 1.176
- E_HOMO (spin up / spin down) (eV) = -3.71 / -4.29
- net charge = -1
- spin multiplicity = 4

---

Entry 2:
Density functional theory data (the ωB97M-V functional and the def2-TZVPD basis) for a single C17H29BrF5N3O6P2S molecule in a non-equilibrium geometry.

Each line ends with the natural charge from an NBO analysis.
Atoms and positions in Å:
C 4.636 0.364 1.430  -0.5911
C 3.909 -0.774 0.684  -0.4739
C 2.378 -0.868 0.826  -0.2160
Br 2.096 -2.808 1.209  0.0321
C 1.386 -0.136 -0.225  -0.5130
P 2.360 0.335 -1.762  2.2717
N 1.651 1.097 -2.919  -1.3463
O 3.030 -0.982 -2.335  -0.9940
O 3.599 1.235 -1.298  -1.0178
C 0.957 1.193 0.534  0.4523
N 2.021 1.885 1.187  -0.9040
N 0.473 2.171 -0.498  -0.6631
C 0.273 3.310 -0.147  0.8997
O 0.054 4.370 0.198  -0.4636
C -0.242 0.996 1.526  -0.5511
C -0.046 1.664 2.894  -0.4115
C -1.334 1.790 3.703  -0.6068
S -0.724 -0.703 1.886  2.4021
O 0.164 -1.164 2.910  -0.9368
O -2.102 -0.769 2.255  -0.9290
O -0.580 -1.502 0.527  -0.7534
C 0.132 -0.963 -0.623  0.0609
C -0.956 -0.374 -1.563  -0.4710
C -2.038 0.655 -1.175  -0.4181
C -3.246 0.084 -0.387  -0.4795
C -4.544 0.421 -1.073  0.6281
F -4.569 1.734 -1.446  -0.3247
F -4.745 -0.365 -2.174  -0.3300
C -5.783 0.206 -0.157  0.9196
F -6.863 0.805 -0.721  -0.3129
F -6.049 -1.098 0.015  -0.3037
F -5.595 0.797 1.050  -0.3160
P 0.649 -2.553 -1.599  0.7688
C 0.449 -2.320 -3.398  -0.9631
C -0.363 -3.940 -1.002  -0.9411
H 4.533 1.328 0.959  0.2048
H 4.271 0.381 2.455  0.1929
H 5.686 0.095 1.462  0.2215
H 4.320 -0.804 -0.319  0.2236
H 4.342 -1.645 1.156  0.2394
H 2.130 -0.514 1.815  0.2280
H 0.692 1.309 -2.694  0.3852
H 3.066 -1.704 -1.684  0.5281
H 3.574 2.031 -1.846  0.5315
H 2.736 2.230 0.574  0.3998
H 2.364 1.514 2.053  0.3901
H -1.150 1.453 1.155  0.2660
H 0.748 1.194 3.464  0.2212
H 0.282 2.678 2.687  0.2313
H -1.206 2.583 4.432  0.2174
H -1.597 0.873 4.211  0.2300
H -2.152 2.101 3.060  0.2044
H -0.587 -0.113 -2.542  0.2496
H -1.577 -1.240 -1.797  0.2155
H -1.708 1.602 -0.783  0.2233
H -2.469 0.928 -2.137  0.2302
H -3.290 0.607 0.560  0.2435
H -3.168 -0.984 -0.235  0.2455
H 0.671 -1.304 -3.703  0.2713
H -0.520 -2.630 -3.788  0.2203
H 1.191 -2.950 -3.877  0.2521
H -1.414 -3.896 -1.283  0.2196
H 0.056 -4.822 -1.480  0.2479
H -0.226 -4.059 0.062  0.2623

Values from the calculation:
- E_HOMO (eV) = -7.90
- spin multiplicity = 1
- SMILES = CC[C@H](Br)[C@]1(P(=N)(O)O)[C@@](N)(N=C=O)[C@H](CC)S(=O)(=O)O[C@]1(CCCC(F)(F)C(F)(F)F)P(C)C

---

> What is the formula in the second record?

C17H29BrF5N3O6P2S